Entry 1:
C12H27ClIN2OP2PdS as an isolated structure at a distorted geometry. Source: the OMol25 dataset; level of theory: ωB97M-V/def2-TZVPD.

Calculated values
E_tot in Ha: -2623.7703
Net charge: +3
Highest occupied orbital energy (alpha / beta) in eV: -17.7 / -18.7
Multiplicity: 5

Element x y z (Å)
C -1.81590 3.26642 -1.81299
C -1.60787 1.89731 -1.28331
H -2.81270 3.32658 -2.25931
H -1.04732 3.50103 -2.56619
H -1.71763 4.00433 -1.00115
O -2.39070 0.96477 -1.31190
I 2.22855 3.80770 -0.24782
Pd 0.26700 1.94965 -0.50184
P -0.82046 1.59571 1.52590
C -1.95051 0.18492 1.70603
C 0.28934 1.51875 2.95708
H -0.20158 1.99553 3.81668
H -2.49390 2.79674 2.79261
H 1.22536 2.03220 2.71188
H -1.40293 3.91196 1.90323
H -1.39844 -0.71827 1.97466
H 0.52519 0.46766 3.17106
C -1.96854 2.97463 1.84338
H -2.68229 0.40784 2.49248
H -2.70849 3.04887 1.03431
H -2.48006 0.02089 0.76102
P 0.75305 0.41643 -2.18334
C -0.25539 -1.08609 -2.33599
C 0.44432 1.18484 -3.80661
H 3.10161 0.60056 -1.70066
H 2.79607 -0.27217 -3.25102
H 2.55580 -1.08705 -1.65183
C 2.47693 -0.14299 -2.20753
H 1.09403 2.06028 -3.92373
H 0.65959 0.45467 -4.59984
H -0.20693 -1.44965 -3.36999
H -1.29644 -0.85158 -2.08768
H -0.60530 1.50015 -3.88685
H 0.10782 -1.86568 -1.66291
Cl 3.01915 1.61919 0.77010
C 2.49207 -3.45048 2.13237
N 1.14172 -3.46521 1.56997
C 0.25325 -4.52184 1.52479
C -0.87246 -4.06875 0.91086
N -0.65002 -2.74547 0.59175
C 0.60072 -2.35638 0.99919
S 1.45753 -0.91452 0.91727
H 3.22377 -3.17974 1.35897
H 2.56680 -2.69459 2.92608
H 2.72789 -4.43831 2.53689
H 0.49501 -5.49207 1.92476
H -1.79252 -4.56822 0.67685
H -1.32421 -2.14058 0.12234

Entry 2:
A 5-piece molecular cluster, C22H59N5O6 overall at a distorted geometry. Source: the OMol25 dataset; level of theory: ωB97M-V/def2-TZVPD.

Calculated values
E_tot in Ha: -1598.5368
Structure (SMILES): COC[C@H](C)N.COC[C@H](C)N.COC[C@H](C)N.COC[C@H](C)N.COCCNCCOC
Highest occupied orbital energy in eV: -8.7

Element x y z (Å)
C -4.04934 -2.19370 -0.89669
O -2.68296 -2.10343 -0.72496
C -2.06988 -3.25987 -0.15396
C -0.56499 -3.02178 0.25301
C 0.06936 -4.23673 0.88725
N -0.41313 -1.93305 1.20370
H -4.41692 -3.15335 -1.26008
H -4.35831 -1.42291 -1.60275
H -4.61260 -2.01981 0.02016
H -2.66906 -3.25852 0.75658
H -2.33521 -4.13445 -0.74793
H 0.01787 -2.71751 -0.61636
H -0.38173 -4.51123 1.84081
H 1.13737 -4.10055 1.05726
H -0.18254 -5.07618 0.23921
H 0.50254 -1.89506 1.62821
H -0.41893 -1.21248 0.49600
C 3.27925 -11.26412 -0.59953
O 3.66441 -10.22575 0.30890
C 4.23101 -10.64709 1.55144
C 5.27585 -9.62060 2.01108
C 6.45036 -9.99342 3.07169
N 4.48019 -8.81167 2.76643
H 4.02941 -12.05254 -0.53821
H 3.31869 -10.92682 -1.63528
H 2.25967 -11.58471 -0.38559
H 3.33519 -10.85532 2.13646
H 4.72102 -11.61780 1.47579
H 5.74210 -9.14643 1.14744
H 7.17025 -9.18333 3.18831
H 6.92387 -10.86712 2.62387
H 6.12813 -10.23716 4.08405
H 3.85593 -8.62835 1.99390
H 5.10884 -8.04228 2.94795
C 2.96044 4.29272 4.26281
O 3.67640 4.61885 5.48928
C 3.61963 6.04507 5.63772
C 4.42829 6.31463 6.91928
C 4.61617 7.86204 7.08079
N 5.72340 5.66017 6.90646
H 3.25987 4.96466 3.45848
H 1.89814 4.45778 4.44274
H 3.05266 3.23823 4.00274
H 4.11328 6.52378 4.79199
H 2.56250 6.30383 5.69799
H 3.97222 5.91103 7.82328
H 3.78616 8.54614 6.90417
H 5.39895 8.18725 6.39553
H 4.98114 7.97439 8.10171
H 5.57292 4.66175 6.93131
H 6.29236 5.86589 7.71520
C 1.76065 1.64757 -2.31291
O 2.75469 1.15781 -1.37664
C 4.08336 0.83485 -1.83020
C 4.94738 2.06710 -1.97146
C 6.26328 1.82191 -2.69323
N 5.28932 2.63462 -0.68898
H 2.09083 2.44017 -2.98439
H 0.87071 2.12970 -1.90837
H 1.47841 0.91621 -3.07024
H 4.44138 0.21412 -1.00885
H 4.06949 0.33220 -2.79728
H 4.23168 2.73731 -2.44758
H 6.07945 1.25940 -3.60859
H 7.04138 1.26096 -2.17554
H 6.50096 2.82509 -3.04709
H 5.91898 1.95841 -0.28109
H 4.47832 2.54333 -0.09396
C -9.32287 0.28676 -3.26836
O -9.20606 1.57395 -3.81881
C -10.12652 2.51675 -3.25458
C -9.88752 3.87308 -3.85164
N -8.54200 4.34634 -3.67380
C -8.32952 5.71128 -4.16098
C -6.78679 6.01357 -4.19167
O -6.09900 5.43579 -5.36016
C -4.65816 5.57789 -5.31808
H -8.98067 0.04739 -2.26154
H -8.86652 -0.36091 -4.01694
H -10.38491 0.04528 -3.22523
H -10.24074 2.43036 -2.17403
H -11.14821 2.19233 -3.45205
H -10.66354 4.54473 -3.48453
H -10.19690 3.75045 -4.88959
H -7.89248 3.71724 -4.12377
H -8.74771 6.41166 -3.43801
H -8.78583 5.85942 -5.13972
H -6.26864 5.67928 -3.29286
H -6.79266 7.09614 -4.31861
H -4.18729 5.36915 -6.27871
H -4.19180 4.98124 -4.53410
H -4.45425 6.64735 -5.26523

Entry 3:
A 16-piece molecular cluster, C64H176N16O16 overall at a distorted geometry. Source: the OMol25 dataset; level of theory: ωB97M-V/def2-TZVPD.

Calculated values
E_tot in Ha: -4623.6001
Highest occupied orbital energy in eV: -8.3

Element x y z (Å)
C 8.53363 -0.03660 -3.21992
C 8.45701 1.48078 -3.04955
C 7.43763 1.97213 -2.04780
O 6.09042 1.76568 -2.46668
C 5.15624 2.27707 -1.54067
N 9.79148 1.99363 -2.70315
H 8.94086 -0.44789 -2.29152
H 9.14080 -0.36810 -4.06018
H 7.54039 -0.48239 -3.31796
H 8.13516 1.90399 -4.01329
H 7.51907 3.03004 -1.78057
H 7.53928 1.33279 -1.15958
H 5.37605 3.34045 -1.38924
H 5.18450 1.87747 -0.51953
H 4.13224 2.11402 -1.86830
H 10.44650 1.68714 -3.41764
H 9.71642 2.98625 -2.92832
C 0.60053 6.82316 0.20666
C 2.11217 6.75774 -0.16896
C 2.26871 5.95847 -1.44464
O 1.64863 4.68620 -1.29296
C 1.73359 3.81847 -2.39208
N 2.57320 8.12958 -0.32322
H 0.23321 5.81533 0.41168
H -0.06090 7.28764 -0.52105
H 0.55340 7.28771 1.19447
H 2.57643 6.18338 0.64010
H 3.31861 5.79526 -1.70959
H 1.75068 6.48661 -2.25251
H 1.62234 2.78223 -2.08401
H 2.71630 3.88460 -2.87492
H 0.96510 4.07610 -3.12642
H 3.58982 8.15275 -0.33879
H 2.34751 8.71685 0.47037
C 3.46871 1.04255 -4.50724
C 3.69071 0.20324 -5.74213
C 5.13784 0.15203 -6.31231
O 5.32660 -0.94419 -7.16060
C 4.53855 -1.00081 -8.34800
N 3.29213 -1.17427 -5.31415
H 2.49347 0.86041 -4.04915
H 3.63937 2.11322 -4.63317
H 4.13544 0.70415 -3.70665
H 2.98237 0.41766 -6.54758
H 5.82142 0.22252 -5.46321
H 5.30845 1.13708 -6.76918
H 3.49491 -1.28465 -8.18887
H 4.98687 -1.77136 -8.96987
H 4.61130 0.00166 -8.77581
H 3.88470 -1.74737 -5.91526
H 3.66440 -1.34450 -4.38238
C -1.60832 3.12890 5.14095
C -0.21191 3.52700 4.71863
C -0.00920 3.24014 3.21770
O 1.36602 3.04693 2.95511
C 1.64651 2.60974 1.62707
N 0.06493 4.96430 4.99187
H -2.42174 3.46594 4.49567
H -1.72199 3.55158 6.14253
H -1.68858 2.04115 5.17138
H 0.50922 2.93383 5.28713
H -0.43394 4.05010 2.61626
H -0.54420 2.31327 2.99834
H 1.20665 1.61625 1.51661
H 2.71682 2.59135 1.42453
H 1.23920 3.35422 0.93450
H 1.05354 5.08547 4.78740
H -0.01016 5.02148 6.00492
C 5.49272 4.56282 1.21023
C 6.10958 3.76906 2.39115
C 6.33495 2.29806 2.07893
O 5.11061 1.61968 1.90497
C 5.26889 0.23849 1.64748
N 7.41045 4.36038 2.74313
H 4.61105 4.07452 0.78954
H 6.28109 4.79774 0.48722
H 5.15842 5.57617 1.45668
H 5.44709 3.97079 3.23359
H 6.96441 1.82177 2.84072
H 6.95184 2.20323 1.17201
H 5.64965 -0.31355 2.51305
H 6.00607 0.06026 0.85738
H 4.32034 -0.20638 1.36277
H 8.14030 3.88179 2.22554
H 7.43893 5.33562 2.47949
C 4.50654 -3.96839 -4.04231
C 5.63598 -3.17260 -3.38957
C 5.55915 -3.10396 -1.86832
O 4.38361 -2.40427 -1.51186
C 4.08068 -2.46570 -0.13761
N 6.90683 -3.80344 -3.73324
H 3.53820 -3.73129 -3.59559
H 4.76121 -5.02549 -4.01623
H 4.31295 -3.62507 -5.06039
H 5.59771 -2.12335 -3.71256
H 6.44699 -2.71314 -1.36003
H 5.45989 -4.13274 -1.49251
H 3.19696 -1.88473 0.11734
H 4.95972 -2.16235 0.43847
H 3.82583 -3.51863 0.04228
H 7.01159 -3.88492 -4.73854
H 7.72294 -3.27843 -3.43913
C -3.30841 -0.67041 0.05323
C -1.93976 -0.42334 0.62345
C -0.84556 -0.40257 -0.42969
O 0.43894 -0.29188 0.15652
C 1.42057 0.08497 -0.78723
N -1.96388 0.75976 1.46941
H -4.06393 -0.56109 0.82765
H -3.36691 -1.67852 -0.36806
H -3.52539 -0.01366 -0.79387
H -1.66618 -1.21532 1.33568
H -1.06364 0.41162 -1.13341
H -0.85290 -1.32566 -1.02083
H 1.62846 -0.60346 -1.61330
H 2.41393 0.15688 -0.33800
H 1.16368 1.07360 -1.16908
H -2.24829 1.56496 0.91574
H -1.02962 0.90621 1.82753
C 1.41524 -7.10346 -2.49003
C 1.72422 -7.16161 -0.98791
C 0.74651 -6.27917 -0.23976
O 1.16131 -4.94359 -0.43227
C 0.21377 -3.93639 -0.21357
N 1.65134 -8.55180 -0.53757
H 0.39729 -7.43698 -2.71515
H 2.07986 -7.75828 -3.05658
H 1.45741 -6.08239 -2.87534
H 2.72762 -6.76813 -0.81345
H 0.70462 -6.54923 0.82419
H -0.30676 -6.45869 -0.49359
H 0.53639 -2.92188 -0.43677
H -0.09227 -3.93966 0.84210
H -0.65879 -4.21819 -0.82037
H 2.60553 -8.87596 -0.43146
H 1.27163 -9.13420 -1.27356
C 3.68557 0.95333 6.48427
C 3.71797 0.78323 4.97845
C 2.61344 -0.13509 4.44365
O 1.32906 0.36588 4.74244
C 0.31972 -0.45956 4.19823
N 3.72656 2.08858 4.29079
H 4.56451 1.54442 6.73602
H 3.74251 -0.00880 7.00105
H 2.74591 1.40349 6.80292
H 4.65061 0.29009 4.68353
H 2.80956 -1.15335 4.80958
H 2.74580 -0.25046 3.35936
H -0.63995 -0.11018 4.58518
H 0.42023 -1.48384 4.57038
H 0.26345 -0.43538 3.10637
H 2.80973 2.31614 3.90854
H 4.32264 1.98116 3.46146
C -5.18851 0.47103 7.29549
C -5.07362 1.45675 6.14277
C -6.05670 1.13503 5.01502
O -5.76738 -0.03266 4.28074
C -4.49045 -0.03295 3.66625
N -5.30030 2.81020 6.62251
H -6.23644 0.44294 7.60269
H -4.57852 0.79421 8.13888
H -4.91227 -0.54020 6.99646
H -4.04523 1.45601 5.75989
H -6.16603 2.00181 4.34902
H -7.05620 0.96149 5.41997
H -4.44418 -0.75207 2.84880
H -3.76389 -0.22924 4.45637
H -4.31757 0.92574 3.16283
H -5.21211 3.51968 5.90795
H -4.78952 3.12618 7.43134
C -4.59250 2.98293 -0.20642
C -3.51698 3.93531 0.28299
C -3.42388 4.02195 1.79917
O -4.67809 4.36485 2.40230
C -5.01834 5.73566 2.23953
N -2.19625 3.50725 -0.18867
H -4.58803 2.71638 -1.26002
H -5.58106 3.21099 0.19577
H -4.41116 2.05910 0.36034
H -3.69441 4.94242 -0.11890
H -2.65007 4.69531 2.17926
H -3.21031 3.02487 2.19174
H -4.40654 6.35226 2.90127
H -6.04076 5.85830 2.60214
H -5.04368 6.01897 1.18730
H -1.39851 3.96402 0.24410
H -2.07847 3.78473 -1.16048
C 0.55229 -2.72431 -3.71319
C -0.36417 -2.19636 -4.83080
C -1.08754 -0.89155 -4.43725
O -2.03314 -0.93108 -3.38187
C -3.16738 -1.73430 -3.62696
N 0.38666 -1.99321 -6.06801
H -0.08084 -2.94861 -2.84657
H 1.27942 -1.96138 -3.43717
H 0.96748 -3.71026 -3.92597
H -1.10411 -2.99553 -4.93157
H -1.58362 -0.50672 -5.33657
H -0.37821 -0.10033 -4.18071
H -3.94353 -1.45347 -2.91246
H -2.94465 -2.76880 -3.34380
H -3.57102 -1.69181 -4.63999
H 1.19398 -1.43098 -5.79818
H 0.78631 -2.87983 -6.35329
C -2.38720 6.80155 -2.67176
C -1.31162 6.20845 -3.56900
C -1.63112 4.86267 -4.18395
O -1.71105 3.89073 -3.15536
C -2.20073 2.67887 -3.69893
N -0.85619 7.20396 -4.55469
H -3.30152 7.13818 -3.16518
H -2.05305 7.57461 -1.98026
H -2.77209 6.00497 -2.02448
H -0.41948 6.02354 -2.95190
H -0.75035 4.55572 -4.76029
H -2.54710 5.01994 -4.76180
H -1.37633 2.16546 -4.21219
H -2.98411 2.82931 -4.44522
H -2.54625 1.90908 -3.00711
H -0.44891 7.96034 -4.01683
H -0.10805 6.85922 -5.14600
C -6.90437 -0.97323 0.29564
C -7.92189 -1.84405 1.02705
C -8.41494 -3.01604 0.17074
O -9.24146 -2.59642 -0.89155
C -10.56066 -2.27956 -0.49102
N -7.27810 -2.37524 2.21963
H -6.59431 -0.09291 0.85973
H -7.16350 -0.61733 -0.70378
H -6.05186 -1.62661 0.08525
H -8.78868 -1.23674 1.31138
H -8.92740 -3.74252 0.82502
H -7.69405 -3.73818 -0.22590
H -10.90134 -1.43751 -1.09461
H -10.71234 -2.20232 0.58458
H -11.25401 -3.07274 -0.80663
H -6.81078 -1.69260 2.80263
H -7.95975 -2.88480 2.76711
C -3.84069 -9.19116 -1.02567
C -3.28328 -7.78726 -1.01161
C -4.40187 -6.77123 -1.19671
O -3.80777 -5.49677 -1.42989
C -4.73259 -4.45397 -1.33882
N -2.57484 -7.65088 0.26052
H -4.56073 -9.32423 -0.21430
H -3.03604 -9.92100 -0.93261
H -4.32114 -9.45647 -1.97090
H -2.52368 -7.78745 -1.79748
H -5.05453 -6.69965 -0.31567
H -5.13876 -6.99656 -1.97800
H -4.40774 -3.51112 -1.77829
H -5.06030 -4.13321 -0.34016
H -5.65684 -4.73100 -1.86220
H -3.21177 -7.89777 1.01853
H -2.48826 -6.65103 0.45560
C -2.18458 -4.44967 5.98224
C -3.06246 -3.31450 5.45040
C -3.54126 -3.59985 4.02406
O -2.52052 -3.87141 3.09587
C -3.07006 -3.96206 1.80947
N -4.26103 -3.15439 6.29676
H -2.66229 -5.43090 5.92755
H -1.97249 -4.22455 7.02713
H -1.28468 -4.51430 5.37226
H -2.47018 -2.39683 5.48673
H -4.25455 -2.86553 3.62747
H -4.24260 -4.44646 4.12980
H -3.63161 -4.90577 1.72406
H -2.32415 -4.01294 1.01874
H -3.80866 -3.17696 1.61690
H -4.59782 -4.10952 6.41185
H -4.97949 -2.72376 5.71581